Molecular formula: C3H10NO2S
Method: DFT, wB97M-V/def2-TZVPD

Geometry as ORCA input:
```
! wB97M-V def2-TZVPD RIJCOSX def2/J DEFGRID3
* xyz 2 2
S 2.209 -0.549 -0.644
O 1.464 1.212 2.440
O -0.455 2.090 3.268
N -1.845 -0.703 -1.346
C -0.384 -0.386 -1.510
C 0.364 1.964 2.352
C 0.425 -0.856 -0.302
H 0.336 -1.946 -0.114
H 2.687 -1.326 0.336
H 1.862 1.076 1.508
H 0.093 -0.353 0.659
H -2.032 -1.707 -1.232
H -2.388 -0.395 -2.147
H -2.263 -0.252 -0.549
H 0.209 2.458 1.369
H -0.256 0.656 -1.692
H -0.028 -0.981 -2.396
*
```

Values from the calculation:
**Highest occupied orbital energy (alpha / beta)**: -0.6388 / -0.6326 Eh
**Gap between HOMO and LUMO (alpha / beta)**: 0.310 / 0.132 Ha

=====

Molecular formula: C3H10NO2S2
Method: DFT, wB97M-V/def2-TZVPD

Geometry as ORCA input:
```
! wB97M-V def2-TZVPD RIJCOSX def2/J DEFGRID3
* xyz -1 1
S 1.657 -0.018 -0.882
S 0.753 1.164 -2.215
O -2.726 -0.860 1.653
O -0.718 3.239 0.738
N 0.228 -1.200 2.064
C 0.402 -1.298 -0.424
C -0.427 -0.890 0.784
C -1.796 -1.547 0.799
H -0.530 0.192 0.766
H -1.667 -2.538 1.240
H 0.520 -2.166 2.064
H -0.190 -1.470 -1.313
H -2.246 -1.541 -0.180
H -2.286 -0.065 1.985
H 1.040 -0.618 2.207
H -0.875 2.432 0.226
H 0.215 3.385 0.545
H 1.042 -2.177 -0.261
*
```

Values from the calculation:
**Highest occupied orbital energy**: -0.0928 Eh
**Gap between HOMO and LUMO**: 0.222 Ha

=====

Molecular formula: C3H10NO2S2
Method: DFT, wB97M-V/def2-TZVPD

Geometry as ORCA input:
```
! wB97M-V def2-TZVPD RIJCOSX def2/J DEFGRID3
* xyz 1 1
S 0.356 1.790 2.194
S -1.200 1.268 3.346
O 1.488 -2.257 -1.589
O -1.060 -1.886 -0.457
N 0.479 0.146 -1.511
C -0.186 1.573 0.436
C -0.961 -0.934 0.271
C 0.108 0.147 -0.046
H -0.005 0.946 -1.920
H -1.554 -0.908 1.196
H 1.487 0.092 -1.591
H 0.104 2.382 -0.229
H -1.272 1.647 0.482
H 0.118 -0.639 -2.064
H -1.942 2.405 3.492
H 0.854 -2.699 -1.032
H 2.232 -2.848 -1.507
H 0.956 -0.226 0.530
*
```

Values from the calculation:
**Highest occupied orbital energy**: -0.4808 Eh
**Gap between HOMO and LUMO**: 0.341 Ha

=====

Molecular formula: C3H10NO2Si
Method: DFT, wB97M-V/def2-TZVPD

Geometry as ORCA input:
```
! wB97M-V def2-TZVPD RIJCOSX def2/J DEFGRID3
* xyz 1 1
Si 0.173 0.506 -0.342
O -0.238 1.956 -0.881
O 1.059 0.706 1.012
N -0.936 -0.711 2.269
C 1.579 -0.262 -2.636
C 0.883 -0.692 -1.590
C -1.557 -0.242 1.007
H 1.719 0.787 -2.842
H -2.185 0.619 1.201
H 0.784 -1.756 -1.436
H -1.615 -0.789 3.035
H -0.193 -0.037 2.507
H -0.490 -1.621 2.120
H 1.792 1.319 1.049
H -0.675 2.189 -1.694
H -2.145 -1.034 0.556
H 2.045 -0.938 -3.334
*
```

Values from the calculation:
**SMILES**: C=C[Si](O)(O)C[NH3+]
**Highest occupied orbital energy**: -0.5150 Eh
**Gap between HOMO and LUMO**: 0.395 Ha

=====

Molecular formula: C3H10NO3
Method: DFT, wB97M-V/def2-TZVPD

Geometry as ORCA input:
```
! wB97M-V def2-TZVPD RIJCOSX def2/J DEFGRID3
* xyz -1 1
O 1.016 0.227 3.540
O -1.531 -0.282 -1.675
O 0.822 -0.816 -1.764
N 0.215 -0.463 0.507
C -0.714 0.728 0.387
C -1.387 0.927 -1.053
C 1.313 -0.408 -0.607
H -0.289 -0.578 -1.757
H 1.802 0.639 -0.694
H -0.188 -1.307 0.408
H -0.192 1.604 0.656
H 2.165 -1.248 -0.272
H -2.280 1.445 -0.883
H -1.392 0.717 1.259
H 0.517 0.470 2.864
H -0.761 1.553 -1.545
H 1.382 -0.564 3.240
*
```

Values from the calculation:
**Highest occupied orbital energy**: -0.1387 Eh
**Gap between HOMO and LUMO**: 0.291 Ha

=====

Molecular formula: C3H10NO3
Method: DFT, wB97M-V/def2-TZVPD

Geometry as ORCA input:
```
! wB97M-V def2-TZVPD RIJCOSX def2/J DEFGRID3
* xyz 0 2
O 2.386 -0.998 0.745
O -1.670 0.979 -0.554
O -1.676 -0.208 1.589
N -0.045 -1.109 -1.306
C -0.374 1.279 -0.701
C 1.099 -0.302 0.739
C 0.570 0.128 -0.754
H 1.486 0.302 -1.317
H -0.851 -1.255 -0.709
H 2.442 -1.612 0.061
H -0.356 -0.733 -2.243
H -1.878 0.360 0.513
H -0.114 1.887 0.168
H -2.176 0.034 2.481
H 0.378 -1.034 1.280
H 1.197 0.449 1.689
H -0.417 1.833 -1.682
*
```

Values from the calculation:
**Highest occupied orbital energy (alpha / beta)**: -0.3605 / -0.3605 Eh
**Gap between HOMO and LUMO (alpha / beta)**: 0.386 / 0.234 Ha

=====

Molecular formula: C3H10NO3S
Method: DFT, wB97M-V/def2-TZVPD

Geometry as ORCA input:
```
! wB97M-V def2-TZVPD RIJCOSX def2/J DEFGRID3
* xyz -1 1
S -0.386 2.398 1.078
O -1.294 -2.806 -0.706
O -2.817 -0.518 0.681
O -0.613 -0.028 -1.363
N 1.951 -0.561 -0.422
C 0.145 0.908 -1.169
C 1.042 1.243 1.118
C 1.401 0.782 -0.301
H 2.429 -0.846 0.424
H 1.220 -1.228 -0.630
H -2.262 -0.131 1.369
H -1.966 -2.705 -0.020
H 1.898 1.688 1.623
H 2.124 1.481 -0.738
H -1.120 -1.863 -0.910
H 0.797 0.352 1.711
H -2.566 -0.054 -0.128
H 0.017 1.888 -1.619
*
```

Values from the calculation:
**Highest occupied orbital energy**: -0.1227 Eh
**Gap between HOMO and LUMO**: 0.262 Ha

=====

Molecular formula: C3H10NO3S
Method: DFT, wB97M-V/def2-TZVPD

Geometry as ORCA input:
```
! wB97M-V def2-TZVPD RIJCOSX def2/J DEFGRID3
* xyz -2 2
S -2.011 2.144 1.228
O 2.558 -2.920 0.835
O 1.226 0.085 -2.721
O -0.915 -0.963 -1.960
N 0.328 -1.400 0.816
C 0.945 -0.185 0.997
C 0.436 1.017 0.620
C -1.010 1.126 0.174
H 1.044 -2.168 0.625
H 0.266 -0.350 -2.398
H -1.053 1.527 -0.834
H -1.348 0.109 0.323
H 1.867 -0.305 1.550
H 1.899 -0.291 -2.143
H -0.360 -1.307 0.050
H -1.311 -1.618 -2.541
H 3.443 -2.805 0.513
H 0.978 1.956 0.634
*
```

Values from the calculation:
**Highest occupied orbital energy (alpha / beta)**: -0.0425 / -0.0186 Eh
**Gap between HOMO and LUMO (alpha / beta)**: 0.243 / 0.179 Ha

=====

Molecular formula: C3H10NO4
Method: DFT, wB97M-V/def2-TZVPD

Geometry as ORCA input:
```
! wB97M-V def2-TZVPD RIJCOSX def2/J DEFGRID3
* xyz -1 1
O 2.625 3.149 2.500
O -1.218 -1.338 0.531
O -1.808 1.311 -1.252
O 0.315 -2.822 2.250
N -0.788 -0.688 -1.754
C -0.824 0.634 -1.479
C 0.597 1.306 -1.499
C -1.617 -1.694 -0.631
H 0.552 1.927 -0.599
H 1.467 0.661 -1.450
H 1.854 3.498 2.039
H -1.263 -2.687 -1.113
H -0.150 -2.385 1.479
H -0.049 -2.401 3.029
H 2.283 2.363 2.917
H -2.699 -1.688 -0.761
H 0.130 -1.092 -1.834
H 0.592 1.947 -2.372
*
```

Values from the calculation:
**Highest occupied orbital energy**: -0.1510 Eh
**Gap between HOMO and LUMO**: 0.274 Ha

=====

Molecular formula: C3H10NO4
Method: DFT, wB97M-V/def2-TZVPD

Geometry as ORCA input:
```
! wB97M-V def2-TZVPD RIJCOSX def2/J DEFGRID3
* xyz -1 1
O -0.081 0.383 0.344
O -1.711 3.490 -2.294
O -1.596 0.737 -1.950
O -0.176 0.165 2.592
N 1.778 -1.673 -0.799
C 1.892 -1.834 0.668
C 0.019 -0.223 1.430
C 0.476 -1.765 1.299
H 2.373 -2.796 0.839
H -2.207 0.601 -1.220
H 2.107 -0.747 -1.008
H 0.432 -2.305 2.265
H 0.824 -1.815 -1.086
H -0.345 -2.235 0.744
H -1.777 2.595 -2.713
H 2.453 -0.970 1.083
H -1.420 3.317 -1.395
H -0.777 0.407 -1.539
*
```

Values from the calculation:
**Highest occupied orbital energy**: -0.1625 Eh
**Gap between HOMO and LUMO**: 0.304 Ha

=====

Molecular formula: C3H10NO4
Method: DFT, wB97M-V/def2-TZVPD

Geometry as ORCA input:
```
! wB97M-V def2-TZVPD RIJCOSX def2/J DEFGRID3
* xyz -1 1
O 0.138 -4.282 -1.056
O 0.818 -1.646 -0.104
O 0.124 -1.213 2.533
O -1.385 -1.531 -0.601
N -0.670 2.402 -0.477
C -0.251 0.593 -0.222
C 0.470 3.203 -0.367
C -0.274 -0.973 -0.445
H 0.055 4.339 -0.222
H 0.425 -3.457 -0.596
H -0.610 1.377 -1.017
H 0.712 0.786 0.216
H -0.772 -4.011 -1.362
H 0.549 -1.552 1.732
H 1.150 3.077 0.571
H 1.152 3.307 -1.224
H -0.714 -0.909 2.095
H -0.915 0.490 0.545
*
```

Values from the calculation:
**Highest occupied orbital energy**: -0.1955 Eh
**Gap between HOMO and LUMO**: 0.321 Ha

=====

Molecular formula: C3H10NOP
Method: DFT, wB97M-V/def2-TZVPD

Geometry as ORCA input:
```
! wB97M-V def2-TZVPD RIJCOSX def2/J DEFGRID3
* xyz 0 1
P -1.021 -2.055 -0.597
O 0.407 -2.064 -0.885
N 2.955 0.100 0.943
C -0.149 0.473 0.466
C -2.067 0.404 -0.973
C -1.421 -0.308 0.214
H -2.066 -0.359 1.166
H 3.617 0.947 0.976
H 3.447 -0.800 1.014
H -0.114 1.154 1.340
H 0.615 -0.268 0.746
H -1.422 0.396 -1.836
H -2.479 1.324 -0.762
H -2.940 -0.121 -1.332
H 0.290 0.987 -0.587
H 2.348 0.191 0.107
*
```

Values from the calculation:
**SMILES**: CC(C)P=O.N
**Highest occupied orbital energy**: -0.3328 Eh
**Gap between HOMO and LUMO**: 0.314 Ha

=====

Molecular formula: C3H10NOPS
Method: DFT, wB97M-V/def2-TZVPD

Geometry as ORCA input:
```
! wB97M-V def2-TZVPD RIJCOSX def2/J DEFGRID3
* xyz 0 1
S -1.526 -1.476 -1.299
P -2.184 -0.097 0.331
O -0.572 0.284 0.704
N -2.549 1.414 -0.287
C -1.867 2.118 -1.340
C 3.917 -1.927 1.100
C 2.838 -1.212 1.086
H 2.583 -0.183 0.619
H 1.903 -1.560 1.670
H 3.745 -2.989 1.351
H -3.550 1.611 -0.321
H -0.813 1.900 -1.135
H -2.188 3.223 -1.180
H -1.804 -2.585 -0.538
H 4.900 -1.591 0.771
H -0.626 1.204 0.825
H -2.207 1.867 -2.357
*
```

Values from the calculation:
**SMILES**: CNP(O)S.C=C
**Highest occupied orbital energy**: -0.3321 Eh
**Gap between HOMO and LUMO**: 0.358 Ha

=====

Molecular formula: C3H10NOS
Method: DFT, wB97M-V/def2-TZVPD

Geometry as ORCA input:
```
! wB97M-V def2-TZVPD RIJCOSX def2/J DEFGRID3
* xyz -1 1
S 3.061 1.592 -0.063
O -1.191 -0.879 0.362
N -2.764 -1.608 -1.397
C 0.384 1.331 0.807
C -1.287 -1.419 -0.830
C 1.781 0.794 0.940
H -0.889 -2.444 -0.986
H -3.295 -1.624 -0.515
H 3.962 0.672 0.219
H 0.087 1.262 -0.235
H 1.775 -0.232 0.546
H -0.849 -0.803 -1.660
H -2.990 -0.613 -1.547
H -0.296 0.825 1.482
H 0.413 2.433 0.901
H 2.099 0.713 1.976
*
```

Values from the calculation:
**Highest occupied orbital energy**: -0.1036 Eh
**Gap between HOMO and LUMO**: 0.218 Ha

=====

Molecular formula: C3H10NOS
Method: DFT, wB97M-V/def2-TZVPD

Geometry as ORCA input:
```
! wB97M-V def2-TZVPD RIJCOSX def2/J DEFGRID3
* xyz -1 1
S -1.249 3.097 1.326
O 0.105 -0.831 -0.903
N 1.191 -1.989 -2.698
C 1.287 -1.234 -1.378
C -1.092 1.370 0.712
C -0.564 0.431 1.780
H -1.003 2.816 2.612
H -1.319 0.335 2.553
H 0.332 -1.581 -3.057
H -0.435 1.358 -0.145
H -0.204 -0.494 1.352
H 1.830 -1.943 -0.703
H 0.282 0.937 2.262
H 0.938 -2.939 -2.450
H -2.074 1.070 0.352
H 1.976 -0.401 -1.613
*
```

Values from the calculation:
**Highest occupied orbital energy**: -0.1038 Eh
**Gap between HOMO and LUMO**: 0.220 Ha

=====

Molecular formula: C3H10NOS
Method: DFT, wB97M-V/def2-TZVPD

Geometry as ORCA input:
```
! wB97M-V def2-TZVPD RIJCOSX def2/J DEFGRID3
* xyz -1 1
S 1.649 -1.951 -0.916
O -0.219 0.475 -1.448
N -1.550 2.260 -1.627
C 0.809 -1.002 1.671
C 0.683 -2.137 0.625
C -0.758 1.479 -0.689
H -0.871 2.573 -2.302
H -1.405 1.053 0.092
H -0.126 -0.449 1.722
H 1.137 -1.417 2.628
H -0.003 2.054 -0.126
H -2.007 3.038 -1.178
H 0.422 -0.264 -1.237
H 0.993 -3.100 1.037
H 1.629 -0.364 1.340
H -0.383 -2.248 0.409
*
```

Values from the calculation:
**Highest occupied orbital energy**: -0.0999 Eh
**Gap between HOMO and LUMO**: 0.242 Ha

=====

Molecular formula: C3H10NOS
Method: DFT, wB97M-V/def2-TZVPD

Geometry as ORCA input:
```
! wB97M-V def2-TZVPD RIJCOSX def2/J DEFGRID3
* xyz -1 1
S -2.544 0.398 1.105
O 0.586 -1.074 -0.344
N 2.686 -0.071 -0.809
C 1.298 -0.467 -1.270
C -1.310 1.653 0.424
C -1.641 -1.146 1.181
H 1.346 -0.848 -2.284
H 3.221 0.752 -0.551
H -0.337 1.152 0.631
H -1.336 2.557 1.055
H -0.935 -1.075 1.931
H -2.346 -1.880 1.553
H 3.085 -1.016 -0.612
H 0.855 0.660 -1.589
H -1.088 -1.309 0.229
H -1.539 1.716 -0.652
*
```

Values from the calculation:
**Highest occupied orbital energy**: -0.1064 Eh
**Gap between HOMO and LUMO**: 0.238 Ha

=====

Molecular formula: C3H10NOS2
Method: DFT, wB97M-V/def2-TZVPD

Geometry as ORCA input:
```
! wB97M-V def2-TZVPD RIJCOSX def2/J DEFGRID3
* xyz 1 1
S -2.707 0.130 -0.588
S -0.771 -1.947 0.723
O 1.955 -0.714 -1.449
N 0.039 0.519 -0.219
C -0.025 1.210 1.091
C -0.996 -0.465 -0.447
C 1.742 -0.182 -0.247
H 1.917 -0.635 0.665
H -1.676 -2.588 0.007
H 1.635 -1.623 -1.583
H -0.864 -0.980 -1.463
H -0.742 2.031 1.043
H 0.998 1.767 1.241
H -2.484 0.845 0.511
H 2.349 0.697 -0.155
H -0.347 0.607 1.842
H -0.022 1.329 -0.974
*
```

Values from the calculation:
**Highest occupied orbital energy**: -0.4936 Eh
**Gap between HOMO and LUMO**: 0.373 Ha

=====

Molecular formula: C3H10NOS2
Method: DFT, wB97M-V/def2-TZVPD

Geometry as ORCA input:
```
! wB97M-V def2-TZVPD RIJCOSX def2/J DEFGRID3
* xyz 1 1
S 1.189 0.830 2.166
S 0.679 2.193 0.865
O 1.224 1.386 3.756
N -1.289 0.859 -1.315
C 0.814 -1.611 0.388
C -0.500 -0.400 -1.586
C -0.226 -1.152 -0.296
H 1.754 -1.546 0.009
H -1.314 1.529 -2.057
H -1.049 -1.117 -2.099
H 0.414 1.961 3.838
H -0.769 1.408 -0.437
H 2.649 0.851 2.178
H -1.127 -1.482 0.111
H 0.308 -0.066 -2.135
H 0.688 -2.112 1.296
H -2.266 0.751 -1.084
*
```

Values from the calculation:
**Highest occupied orbital energy**: -0.4782 Eh
**Gap between HOMO and LUMO**: 0.346 Ha

=====

Molecular formula: C3H10NOS2
Method: DFT, wB97M-V/def2-TZVPD

Geometry as ORCA input:
```
! wB97M-V def2-TZVPD RIJCOSX def2/J DEFGRID3
* xyz 1 1
S 0.106 2.648 -0.551
S 1.585 2.839 0.874
O -1.372 -2.130 0.464
N 0.689 -0.705 1.006
C -0.347 -0.057 0.119
C 0.264 0.888 -0.917
C -1.159 -1.168 -0.555
H -0.327 0.781 -1.829
H 2.567 3.444 0.183
H 1.303 0.614 -1.115
H 1.595 -0.227 0.935
H -2.238 -2.532 0.327
H -1.079 0.419 0.755
H 0.381 -0.786 1.976
H -2.087 -0.758 -0.954
H -0.655 -1.590 -1.431
H 0.774 -1.682 0.712
*
```

Values from the calculation:
**SMILES**: [NH3+][C@H](CO)CSS
**Highest occupied orbital energy**: -0.4759 Eh
**Gap between HOMO and LUMO**: 0.355 Ha

=====

Computed relative energy (zero: lowest compared OMol25 entry of this formula, charge and spin), in the same sequence as the records: 111.55 28.60 77.94 59.34 137.52 213.91 114.79 82.48 234.34 106.80 607.00 226.00 255.12 204.35 159.24 109.81 288.03 226.90 254.96 14.30 kJ/mol.